Density functional theory data (the ωB97M-V functional and the def2-TZVPD basis) for C27H52P2SiV as an isolated structure.

Properties
Charge: +1
Expectation value of S²: 2.0462
E_HOMO (alpha / beta), eV: -10.735 / -10.769
Energy above the lowest of the compared OMol25 structures with the same formula, charge and spin, kJ/mol: 0.0
Multiplicity: 3

CARTESIAN COORDINATES (ANGSTROEM)
V 0.417 1.255 0.039
P 0.672 -4.546 -1.937
P -0.024 -4.168 1.060
Si -2.945 2.979 -0.650
C 1.911 -5.915 -1.797
C -1.314 -1.213 0.860
C 0.250 0.378 2.165
C 1.986 2.420 -0.924
C -1.531 -4.668 1.978
C 1.508 -0.680 -0.284
C 1.562 2.868 1.327
C 0.478 4.245 -1.977
C 1.737 -1.352 1.027
C 0.329 -0.723 -1.055
C 0.689 3.676 0.544
C -4.462 2.243 -1.488
C -3.305 3.145 1.193
C 1.408 -0.552 2.300
C 3.721 1.518 0.779
C 0.955 3.414 -0.837
C -0.398 -5.441 -3.157
C 2.403 2.115 0.433
C 1.822 3.089 2.775
C -0.451 -5.013 -0.525
C -2.884 4.741 -1.349
C -0.939 0.087 1.504
C -0.139 4.796 1.063
C -1.430 1.836 -0.961
C 1.208 -5.290 1.810
C 2.719 2.051 -2.169
C -0.934 -1.399 -0.638
H -1.763 0.793 1.618
H 1.473 -4.859 2.784
H 0.315 5.766 0.795
H -0.900 -2.068 1.433
H 1.167 -2.301 1.070
H 2.024 1.839 -2.990
H 3.367 2.882 -2.487
H -2.424 -4.294 1.459
H 2.478 3.961 2.909
H 4.523 2.237 0.553
H -4.320 2.172 -2.576
H -5.324 2.899 -1.304
H -3.907 5.142 -1.254
H 1.430 -6.895 -1.721
H -2.495 3.631 1.754
H -1.780 -1.079 -1.270
H -0.220 4.757 2.157
H -4.700 1.242 -1.102
H 3.794 1.282 1.844
H -0.849 -2.491 -0.823
H 1.233 -1.282 3.113
H 2.798 -1.648 1.091
H 0.770 -6.279 1.971
H -2.629 4.741 -2.419
H -0.512 -6.491 -2.871
H 2.577 -5.758 -0.944
H 2.303 0.009 2.619
H -1.152 4.781 0.643
H 2.309 2.231 3.246
H -1.041 2.060 -1.985
H 2.514 -5.900 -2.715
H 0.676 3.757 -2.941
H -2.416 -1.309 0.908
H -1.472 -4.704 -0.810
H 0.423 -0.534 -2.131
H -3.502 2.159 1.640
H 2.111 -5.369 1.194
H 0.890 3.292 3.314
H -4.213 3.766 1.289
H -2.220 5.441 -0.831
H 2.429 -0.489 -0.840
H -1.486 -4.242 2.988
H -1.384 -4.963 -3.177
H 3.352 1.173 -2.014
H 3.928 0.610 0.205
H -1.565 -5.762 2.037
H 0.991 5.224 -1.980
H 0.051 -5.381 -4.153
H -0.457 -6.108 -0.363
H 0.232 1.219 2.867
H -0.599 4.440 -1.903
H -1.846 0.807 -1.006

---

Density functional theory data (the ωB97M-V functional and the def2-TZVPD basis) for C27H53AlBeClF4N6O16P2 as an isolated structure.

Properties
Charge: +1
E_HOMO, eV: -9.338
Multiplicity: 1

CARTESIAN COORDINATES (ANGSTROEM)
Cl -10.357 -2.156 -1.393
P 1.280 1.005 2.403
P 3.768 -6.140 -2.765
Al -8.857 -1.181 3.884
F -12.857 -2.292 -0.494
F 5.520 3.228 -2.772
F 4.189 4.411 -1.516
F 5.728 5.398 -2.704
O 4.903 -5.445 -3.870
O -0.052 0.669 3.454
O 1.831 -0.530 2.646
O 7.693 3.748 -1.228
O 6.241 4.462 0.398
O -4.098 -3.367 6.349
O -10.868 -0.019 3.418
O -10.597 1.285 -2.860
O 5.101 -6.743 -1.990
O -8.912 0.769 -5.941
O 2.612 1.342 1.352
O 3.784 -4.633 -2.060
O 2.753 -6.761 -1.775
O -5.974 -3.222 5.305
O -4.798 -1.454 5.655
O 1.915 1.922 3.460
N -4.957 -2.681 5.770
N -6.525 0.044 3.316
N -7.067 0.055 0.813
N -9.989 -2.546 1.934
N -4.757 -0.713 1.622
N -7.835 0.467 3.155
C 8.481 8.453 0.938
C 3.218 -0.824 2.536
C 9.266 9.834 -0.882
C 8.613 2.322 0.508
C 8.731 3.635 -0.242
C -8.226 0.480 1.694
C 7.821 7.628 0.027
C 7.883 7.906 -1.338
C 5.407 -8.113 -2.173
C -3.694 -1.063 2.641
C 9.207 9.553 0.483
C 6.474 4.181 -0.775
C -9.895 0.579 -5.049
C 8.601 9.012 -1.793
C 2.499 2.575 0.666
C -10.967 -1.567 1.323
C 2.835 -4.397 0.142
C 3.234 -4.403 -5.304
C -6.027 -0.237 1.912
C -0.741 1.788 3.982
C 4.423 -5.340 -5.203
C 5.998 -8.363 -3.548
C 5.482 4.302 -1.930
C -9.743 0.914 1.234
C -10.910 -0.049 1.940
C 2.656 -4.153 -1.346
C -9.619 1.481 -3.755
Be 2.543 -0.501 0.149
H 3.327 2.660 -0.042
H 9.684 3.666 -0.780
H -10.893 -1.612 0.137
H 3.694 -3.831 0.519
H -8.590 1.236 -3.436
H -3.582 -2.249 2.627
H 3.036 -5.448 0.362
H -4.561 -0.877 0.590
H 1.944 -4.090 0.696
H 8.431 8.237 2.002
H -12.057 -1.984 1.572
H 8.644 9.233 -2.856
H 2.551 3.409 1.372
H -11.942 0.469 1.639
H 7.258 6.768 0.382
H 5.245 -8.209 -4.327
H 8.719 4.493 0.440
H 6.366 -9.389 -3.629
H 2.371 -4.803 -4.762
H 2.942 -4.262 -6.349
H 2.586 -3.076 -1.529
H -10.313 -2.933 2.847
H 1.730 -4.597 -1.725
H -9.814 0.757 0.054
H 3.846 -0.025 2.936
H -9.969 2.076 1.393
H 6.138 -8.389 -1.408
H 3.430 -1.740 3.097
H 7.370 7.262 -2.048
H -0.969 2.503 3.187
H 5.245 -4.961 -5.818
H 1.554 2.612 0.118
H 8.604 1.479 -0.192
H -2.654 -0.559 2.341
H -0.152 2.267 4.767
H 4.513 -8.727 -2.016
H -9.012 -2.182 1.968
H 9.727 10.192 1.192
H 9.830 10.692 -1.237
H 6.822 -7.672 -3.751
H 7.679 2.274 1.076
H 9.448 2.197 1.202
H 3.461 -1.008 1.485
H -1.677 1.439 4.427
H -3.991 -0.730 3.742
H -8.430 0.729 3.972
H -6.042 -0.032 4.243
H -9.485 2.510 -4.134
H -10.036 -0.449 -4.671
H -11.112 -0.942 3.728
H 3.467 -3.429 -4.864
H 4.162 -6.337 -5.570
H -10.920 0.831 -5.373

---

Density functional theory data (the ωB97M-V functional and the def2-TZVPD basis) for a 6-piece molecular cluster, C27H53BBr10FO5 overall.

Properties
Charge: -1
E_HOMO, eV: -5.658
Multiplicity: 1

CARTESIAN COORDINATES (ANGSTROEM)
Br -5.535 1.671 -0.757
Br -6.860 4.959 0.280
Br 2.081 -7.853 -2.774
Br 5.289 -4.573 3.674
Br 0.261 5.247 2.576
Br -2.966 2.887 -7.677
Br 2.397 -2.377 4.311
Br 0.583 1.932 -7.182
Br 3.430 5.493 4.531
Br -0.897 -8.751 -4.772
F -0.376 -2.205 -4.168
O -0.235 0.396 -3.045
O 1.431 -3.336 -4.611
O 0.389 -1.235 -1.401
O 1.750 0.771 -1.885
O -3.998 -2.009 2.017
C -1.334 0.331 3.169
C -3.398 -1.211 3.022
C 1.131 1.986 1.580
C 2.036 2.581 0.504
C -3.939 -1.412 0.727
C 4.051 -4.557 5.172
C 0.973 -2.307 -4.194
C 0.710 1.648 4.058
C -0.945 1.718 -5.990
C 2.252 6.887 3.864
C 1.709 -1.130 -3.687
C 2.425 -1.730 -0.111
C 1.226 -2.235 -0.901
C -5.780 4.482 -1.268
C 1.320 2.911 -0.812
C 1.753 1.960 2.972
C 2.641 -4.256 4.735
C 0.028 0.289 3.847
C -2.198 1.358 -6.736
C -0.094 1.756 -2.704
C 0.795 6.509 3.955
C -6.176 3.148 -1.842
C 0.769 1.652 -1.431
C -1.873 -1.093 2.915
C 0.964 -6.733 -3.913
C 3.232 -2.894 0.500
C -0.488 -7.104 -3.811
B 0.943 -0.350 -2.438
H 2.456 7.755 4.489
H -3.869 -0.218 3.016
H 1.945 -4.466 5.544
H 0.525 3.642 -0.635
H 0.957 0.942 1.307
H 2.068 3.356 -1.475
H 2.280 2.879 3.203
H -0.807 -7.257 -2.786
H 3.090 -1.128 -0.730
H 4.427 -3.826 5.880
H -2.967 1.033 -6.040
H 0.147 2.468 1.554
H 4.106 -5.552 5.608
H -1.052 2.273 -2.613
H -4.921 -1.461 0.256
H -3.616 -0.371 0.810
H 3.163 -2.895 1.587
H -0.669 0.919 -5.299
H 1.791 -0.400 -4.492
H 0.626 -2.850 -0.215
H 0.538 6.061 4.910
H 1.214 1.647 5.026
H 2.352 -4.815 3.851
H 2.070 -1.065 0.682
H -1.294 0.821 2.194
H -1.036 2.646 -5.437
H 2.791 1.825 0.262
H 2.434 1.101 2.985
H -7.252 3.035 -1.927
H -0.122 -0.183 4.823
H 0.675 -0.384 3.274
H 2.927 -3.857 0.086
H -3.660 -1.692 3.966
H -3.215 -1.929 0.093
H -1.435 -1.778 3.647
H -1.101 -6.336 -4.276
H 4.292 -2.781 0.262
H -2.063 0.867 3.784
H 1.115 -5.713 -3.566
H 0.071 1.185 -0.718
H -5.951 5.273 -1.995
H -2.031 0.588 -7.482
H 0.180 7.392 3.792
H 2.596 3.444 0.881
H 0.587 2.205 -3.453
H 1.351 -6.828 -4.921
H 2.696 -1.487 -3.388
H -0.044 2.441 4.039
H -1.528 -1.435 1.938
H 2.561 7.094 2.845
H -5.717 3.013 -2.819
H -4.745 4.501 -0.944
H 1.587 -2.927 -1.680